C5H6CsLiMgO4 | ωB97M-V/def2-TZVPD

```
18
Properties=species:S:1:pos:R:3:forces:R:3
Li -0.561333 1.681441 -1.213502 0.3 0.0 0.0
O -1.522475 1.881953 0.343541 0.0 -1.0 -0.1
H -3.421052 0.175010 3.374700 0.1 0.2 0.1
Cs 3.298567 1.106134 -5.685238 0.0 0.0 0.0
C -2.636123 0.936940 3.469004 -0.2 -0.4 0.3
H -2.922464 1.659374 4.238298 0.1 -0.2 -0.2
C 1.804205 -1.706093 -1.727377 0.4 -0.1 0.1
C 3.107041 -1.412126 -1.725308 -0.2 0.0 -0.1
H 1.441407 -2.716204 -1.924626 0.1 0.2 0.0
O 0.883427 0.487130 -1.768819 -0.3 -0.7 0.5
C -1.863103 1.098381 1.242544 -0.1 1.0 0.3
H 3.850580 -2.159476 -1.999381 -0.2 0.1 0.2
H 3.478905 -0.426080 -1.428142 -0.2 -0.3 -0.2
O -2.503644 1.671512 2.253717 0.4 -0.3 -0.3
O -0.233702 -1.092428 -0.711494 -1.6 -0.8 1.7
H -1.680685 0.471578 3.746123 -0.2 0.2 0.0
Mg -1.288691 -0.953412 0.877367 0.3 0.5 -0.7
C 0.769140 -0.703635 -1.361406 1.3 1.7 -1.6
```
Forces are in eV/Å.

For the HOMO energy, the calculation gives -15.60 eV. As for the net charge: +2.

C5H6CsMgO4 | ωB97M-V/def2-TZVPD

```
17
Properties=species:S:1:pos:R:3:forces:R:3
Cs -7.839858 0.037826 1.233904 0.6 -0.1 -0.1
O -3.365355 -1.014879 -0.384070 0.7 0.0 -0.6
H 2.301269 0.165508 -2.160670 0.8 0.5 0.5
C 1.990318 -1.014092 0.623683 1.2 -1.7 -2.0
O -1.230756 -0.469381 -0.356424 2.2 0.4 -1.4
H 1.314556 -1.476403 1.366095 0.4 -0.1 -0.6
C -2.477726 -0.246022 0.071348 -3.7 -0.1 1.8
Mg 3.291012 1.282905 0.172018 -0.1 -0.1 0.1
C 1.687559 0.659275 -1.388073 0.4 -3.5 -0.4
H -0.263381 0.464641 1.170421 0.5 -0.6 -0.1
O -2.719315 0.614736 0.955893 1.1 0.5 -0.3
H 1.098278 1.436281 -1.886932 -0.3 -0.4 0.7
C 1.193980 -0.287421 -0.402492 -2.7 7.1 -0.2
H 2.391714 -1.744776 -0.206187 0.2 -0.2 2.2
H -0.209355 1.461053 -0.124510 -0.4 -0.4 -1.2
O 2.990189 -0.250862 1.244448 -0.6 -0.1 -0.6
C -0.153124 0.381616 0.071542 -0.5 -1.1 2.2
```
Forces are in eV/Å.

For the HOMO energy (spin up / spin down), the calculation gives -5.32 / -6.42 eV. Its spin multiplicity is 2.

C5H6CuLiO5 | ωB97M-V/def2-TZVPD

```
18
Properties=species:S:1:pos:R:3:forces:R:3
O -0.819140 -0.836217 -1.235670 0.0 -0.2 0.3
Li -0.051993 1.311597 1.521176 0.3 -0.6 -0.2
Cu -2.482611 -1.457654 2.055908 1.1 0.7 -1.1
O -1.124499 1.152819 -0.286103 0.0 0.3 0.4
H 2.830203 -0.832817 1.486545 -0.3 0.2 0.1
H -0.902986 1.810349 -2.230884 0.1 0.0 0.2
O -0.519643 -0.651871 1.433413 -1.0 0.1 0.0
C -0.285968 1.393882 -1.424194 0.2 0.1 -0.1
H 0.346977 -0.197301 -2.812920 -0.1 0.0 0.3
C 1.832915 -0.356763 1.510355 -0.1 0.2 -0.8
H 1.154280 -0.221039 -1.195374 -0.2 0.1 -0.2
O 1.759448 0.955740 1.438895 -0.3 -0.2 0.4
C 0.752379 -1.179007 1.455894 0.4 -0.5 -0.1
O -2.612489 -0.523953 0.105007 0.4 -0.2 0.6
C -1.469249 -0.192260 -0.247539 -0.7 -0.1 -0.3
H 0.510556 2.082766 -1.126185 -0.2 -0.1 -0.2
H 0.854120 -2.257046 1.295245 0.0 0.3 0.3
C 0.227700 -0.001225 -1.743569 0.5 0.0 0.2
```
Forces are in eV/Å.

For the HOMO energy, the calculation gives -6.24 eV.

C5H6EuO5 | ωB97M-V/def2-TZVPD

```
17
Properties=species:S:1:pos:R:3:forces:R:3
H -3.125020 0.027412 2.889577 0.1 0.1 -0.3
C 2.150217 0.684433 0.497304 1.7 0.4 6.6
C -2.429754 1.507597 1.527530 -2.1 -2.9 -1.5
O -1.756717 2.139818 0.783237 -0.1 0.0 1.3
H 1.885969 -1.882580 -0.087547 -0.3 0.0 0.0
O 0.966167 -0.042534 0.150604 0.0 -0.5 0.2
H 0.067892 -1.819022 -0.065782 0.4 -0.2 0.0
H 1.965355 -1.049809 -2.353568 -0.2 -0.1 0.0
C -3.246443 0.463266 1.896729 1.8 2.5 0.5
O 2.751643 0.419892 1.597337 -2.1 0.1 -5.5
Eu 0.137802 1.919916 -0.979883 -1.7 1.3 -0.3
C 0.924939 -1.159226 -1.933202 0.2 -0.4 -0.2
H -4.231344 0.393497 1.433297 0.3 0.3 -0.1
H 0.514997 -2.033114 -2.470729 0.2 0.1 0.0
O 0.329310 -0.016418 -2.338130 0.0 -0.8 -0.5
C 0.991637 -1.337855 -0.409270 -0.2 0.1 0.1
O 2.103355 1.784734 -0.137500 1.9 0.0 -0.2
```
Forces are in eV/Å.

For the HOMO energy (spin up / spin down), the calculation gives -12.40 / -13.38 eV. As for the net charge: +1. Its spin multiplicity is 9.

C5H6F2 | ωB97M-V/def2-TZVPD

```
13
Properties=species:S:1:pos:R:3:forces:R:3
H 1.328812 -0.488727 -1.109236 -0.4 -0.8 -0.8
H -1.204716 -0.671122 -1.349365 -0.9 -1.3 -1.6
C -0.275089 -0.191258 0.419551 2.2 -0.7 -2.4
C 1.211388 -0.095328 -0.122561 -1.0 -1.4 0.7
C -1.112193 0.191416 -0.775134 -1.5 2.7 1.6
C -1.214594 1.551550 -1.431290 -1.6 0.0 1.7
F -3.502181 1.807136 -0.252158 1.9 -0.7 -0.6
H 2.053770 -0.507858 0.422382 -0.3 -0.1 0.7
H -0.399882 0.439068 1.213684 -0.2 2.0 2.0
C -2.264105 1.397946 -0.647430 1.3 -1.0 -1.4
H -0.546295 -1.159289 0.801410 -0.1 -0.7 -0.2
H 1.392659 0.906961 -0.297723 0.5 2.3 0.0
F -0.588183 2.360873 -2.279378 0.0 -0.4 0.3
```
Forces are in eV/Å.

The SMILES is CCC1C(F)=C1F. For the HOMO energy, the calculation gives -9.57 eV.

C5H6F2 | ωB97M-V/def2-TZVPD

```
13
Properties=species:S:1:pos:R:3:forces:R:3
F -0.708788 1.729937 -0.091950 -1.7 0.0 -0.8
H -2.482143 1.143283 -1.039035 0.6 -0.7 1.3
F -2.093720 -1.587433 0.035275 0.5 1.2 -0.6
C -1.187550 -0.529172 -0.058060 -2.1 0.4 0.5
H -2.299965 1.164959 0.832528 -1.2 -0.3 0.4
C 0.093839 -0.852277 0.065239 -3.3 -0.8 -0.9
H 2.819714 -1.300082 -0.932289 -1.7 3.3 2.6
C -1.889758 0.872713 -0.109678 3.1 -0.1 -0.8
H 3.350412 0.426878 0.083427 -2.0 -1.5 -0.5
H 0.137469 -1.910475 -0.048224 0.9 -0.9 0.2
C 2.443561 -0.274587 -0.159482 1.1 -0.3 -0.7
H 0.654480 1.112462 1.161568 2.7 -3.5 -2.9
C 1.162446 0.003792 0.260687 3.2 3.1 2.3
```
Forces are in eV/Å.

For the HOMO energy, the calculation gives -8.78 eV.

C5H6FN | ωB97M-V/def2-TZVPD

```
13
Properties=species:S:1:pos:R:3:forces:R:3
H -0.632609 -2.509535 -0.592409 -0.5 -1.3 -0.8
C 0.081246 -1.056303 0.630991 0.1 1.1 2.7
H 1.867480 0.576351 0.117981 0.8 1.2 1.1
N 1.285786 1.259390 0.636990 0.4 -0.4 1.6
H -1.143397 -0.408269 -2.389930 -0.4 -0.1 0.5
C -0.484924 -1.481966 -0.469254 -0.4 0.6 -0.7
H 0.237046 -1.722100 1.571569 0.1 1.6 -1.8
F -0.726123 2.089543 -1.200249 0.1 -2.6 0.9
H -0.507758 0.819968 1.455277 -1.2 0.4 0.5
C 0.012227 0.519833 0.577826 1.5 -0.6 2.0
C -0.919751 -0.348299 -1.323033 0.4 -0.8 -1.9
H 1.556859 1.487768 1.689043 -0.3 -1.2 -3.3
C -0.626082 0.773618 -0.704802 -0.6 2.3 -0.8
```
Forces are in eV/Å.

The SMILES is N[C@@H]1C=CC=C1F. For the HOMO energy, the calculation gives -8.92 eV.

C5H6FN | ωB97M-V/def2-TZVPD

```
13
Properties=species:S:1:pos:R:3:forces:R:3
H -0.876700 -1.189643 0.274741 -0.3 -2.2 0.4
N 1.107595 2.656000 -0.226458 0.3 1.9 0.0
H -1.029959 -0.234591 -1.180663 -0.7 -0.6 -0.6
F -3.152557 0.003865 -0.190873 0.2 0.7 0.9
C -2.058870 0.504476 0.412875 1.3 -0.4 -1.5
H 2.591399 -1.005719 -0.623147 -2.2 0.5 1.0
C -0.877675 -0.222516 -0.101902 2.5 2.0 -0.7
H 2.143668 -1.043213 1.117265 -0.9 0.7 -0.9
H 0.941161 -1.830731 -0.021265 2.1 1.3 0.1
C 0.664118 0.187482 -0.115705 -2.1 -0.4 1.8
C 0.954235 1.524270 -0.117555 -0.2 -0.7 -0.4
C 1.654935 -0.892580 0.093312 0.3 -3.1 -0.4
H -2.061350 1.542899 0.679380 -0.5 0.4 0.4
```
Forces are in eV/Å.

For the HOMO energy (spin up / spin down), the calculation gives -7.45 / -6.51 eV.

Result set for E: -722.43433 -715.15858 -2218.30591 -1280.31900 -393.69493 -393.66369 -348.65755 -348.50617 a.u., one per record in the order listed.